{
  "formula": "C6H5BrFNO2",
  "method": "wB97M-V/def2-TZVPD",
  "homo_ha": -0.3410,
  "de_lowest_ev": 1.802,
  "smiles": "C=C/C=C\\C(Br)=C(/F)[N+](=O)[O-]",
  "total_charge": 0,
  "largest_force_ha_per_bohr": 0.0786,
  "species": ["Br", "F", "O", "O", "N", "C", "C", "C", "C", "C", "C", "H", "H", "H", "H", "H"],
  "positions_angstrom": [[2.317, -1.771, 0.272], [-1.204, -0.671, -1.256], [0.210, -3.524, 0.056], [-1.694, -3.080, -0.859], [-0.602, -2.734, -0.452], [-0.217, -1.335, -0.634], [0.871, -0.631, -0.254], [-0.557, 1.957, 0.366], [0.603, 1.898, -0.470], [-0.860, 1.170, 1.431], [1.300, 0.780, -0.581], [-0.248, 0.451, 1.916], [-1.818, 1.243, 1.922], [-1.406, 2.715, 0.305], [0.963, 2.732, -0.896], [2.343, 0.800, -0.868]]
}

***

{
  "formula": "C15H15Br2CrF3N2O3",
  "method": "wB97M-V/def2-TZVPD",
  "homo_ha": [-0.5485, -0.5485],
  "multiplicity": 3,
  "total_charge": 2,
  "largest_force_ha_per_bohr": 0.0338,
  "species": ["Br", "Br", "Cr", "F", "F", "F", "O", "O", "O", "N", "N", "C", "C", "C", "C", "C", "C", "C", "C", "C", "C", "C", "C", "C", "C", "C", "H", "H", "H", "H", "H", "H", "H", "H", "H", "H", "H", "H", "H", "H", "H"],
  "positions_angstrom": [[-3.204, 1.801, -4.105], [2.496, -0.218, -0.513], [3.751, 1.858, -0.938], [0.188, -5.360, 0.655], [1.888, -4.890, -0.573], [1.648, -3.953, 1.350], [-4.906, -0.113, -1.992], [-2.041, 3.319, -1.367], [0.361, -3.383, -0.349], [-3.533, 1.784, -2.255], [2.127, 3.318, -0.716], [-0.248, -0.482, 0.134], [-3.860, 0.435, -1.853], [-2.397, 2.182, -1.503], [-1.128, -1.536, -0.101], [0.879, 2.627, -1.206], [1.237, -0.500, 2.274], [1.051, -0.815, 0.785], [-0.823, -2.928, 0.337], [0.211, 2.010, 0.019], [1.006, -4.406, 0.260], [-1.791, 0.949, -0.926], [-2.320, -1.326, -0.730], [-0.605, 0.796, -0.262], [2.071, 0.685, 2.714], [-2.647, -0.080, -1.149], [-1.637, -3.579, 0.080], [2.255, 4.223, -1.157], [0.254, 3.381, -1.644], [1.575, 1.628, 2.581], [-2.995, -2.144, -0.894], [1.604, -1.393, 2.751], [-0.711, -3.001, 1.409], [1.109, 1.888, -1.957], [1.947, 3.554, 0.258], [1.158, -1.873, 0.685], [-0.460, 2.754, 0.422], [2.213, 0.601, 3.778], [3.067, 0.686, 2.297], [0.238, -0.332, 2.646], [0.972, 1.832, 0.756]]
}

***

no.,calculated total energy (a.u.)
1,-3110.531509
2,-7407.167736